C16H22N4O3S in the gas phase at a distorted geometry, computed with the ωB97M-V functional and the def2-TZVPD basis.

energy: -1465.7982 Eh
ΔE to the lowest compared entry with this formula, charge and spin: 83.1 kJ/mol

Last column: natural (NBO) charge in e.
Element x y z (Å)
C1 0.1648 2.3756 -4.4568  -0.602
C2 -0.3089 1.4743 -3.3245  -0.386
C3 0.8507 0.6908 -2.7143  -0.439
C4 0.3971 -0.1728 -1.5980  0.346
N1 -0.7994 -0.2180 -1.0920  -0.301
N2 -0.8071 -1.1190 -0.0887  -0.364
C5 0.3989 -1.6077 0.0051  0.191
S1 0.9145 -2.7771 1.1750  0.295
C6 -0.5767 -2.6728 2.2042  -0.613
C7 -0.7585 -1.2117 2.6140  0.697
O1 0.2111 -0.5064 2.8149  -0.642
N3 -2.0188 -0.7665 2.7937  -0.436
C8 -3.2626 -1.4475 2.5086  -0.238
C9 -3.8807 -0.8412 1.2391  -0.092
O2 -4.1067 0.5385 1.4187  -0.527
C10 -2.8903 1.2062 1.6778  -0.087
C11 -2.2306 0.6631 2.9506  -0.255
N4 1.2151 -1.0600 -0.9404  -0.368
C12 2.6304 -1.2898 -1.1123  -0.253
C13 3.4258 -0.2191 -0.4376  0.245
C14 4.0813 0.8752 -0.9246  -0.296
C15 4.6009 1.5540 0.2042  -0.321
C16 4.2154 0.8238 1.2859  0.108
O3 3.5090 -0.2469 0.9064  -0.383
H1 0.9013 3.0905 -4.0955  0.199
H2 0.6192 1.7881 -5.2523  0.198
H3 -0.6716 2.9287 -4.8758  0.214
H4 -0.7803 2.0696 -2.5425  0.216
H5 -1.0569 0.7717 -3.6929  0.211
H6 1.3255 0.0677 -3.4799  0.209
H7 1.6101 1.3825 -2.3355  0.223
H8 -0.3905 -3.2961 3.0789  0.253
H9 -1.3971 -3.0675 1.6124  0.240
H10 -3.1236 -2.5198 2.3991  0.208
H11 -3.9378 -1.2694 3.3547  0.199
H12 -4.8537 -1.2888 1.0297  0.188
H13 -3.1953 -1.0041 0.3960  0.203
H14 -3.1369 2.2629 1.7917  0.191
H15 -2.2051 1.0710 0.8296  0.192
H16 -1.2641 1.1374 3.1188  0.249
H17 -2.8837 0.8303 3.8133  0.192
H18 2.8605 -2.2621 -0.6660  0.239
H19 2.8623 -1.3073 -2.1803  0.232
H20 4.1938 1.1543 -1.9527  0.226
H21 5.1760 2.4567 0.2030  0.230
H22 4.3732 0.9588 2.3371  0.210

Cartesian forces (eV/Å) of the 2 atoms listed first:
-0.11 -0.13 0.17
0.22 0.02 -0.10



A molecular structure, C20H20Cl61FNO4S2 at a distorted geometry, computed with the ωB97M-V functional and the def2-TZVPD basis.

energy: -30097.7669 Eh
ΔE to the lowest compared entry with this formula, charge and spin: 0.0 kJ/mol
charge: -1

Last column: Mulliken charge in e.
Element x y z (Å)
O1 -1.9870 5.1398 1.5827  -0.551
S1 -3.3846 4.8743 1.7560  1.034
O2 -4.0729 5.6211 2.7608  -0.609
F1 -4.0390 5.3172 0.3892  -0.234
N1 -3.7279 3.3346 1.9401  -0.171
S2 -2.7920 2.3532 1.0994  0.711
O3 -1.3854 2.5159 1.3418  -0.447
O4 -3.2092 2.2320 -0.2713  -0.516
Cl1 -3.1666 0.5188 1.9570  -0.184
C1 0.5443 4.2887 -0.3492  0.820
Cl2 1.3352 2.7798 -0.8328  0.046
Cl3 1.7324 5.3814 0.3560  -0.152
Cl4 -0.2727 5.0304 -1.7191  -0.148
H1 -0.1956 4.0491 0.4032  -0.521
C2 3.2649 -1.4449 -1.3844  0.629
Cl5 2.9893 -2.1473 -2.9859  -0.155
Cl6 2.3497 0.0382 -1.1774  0.039
Cl7 2.8690 -2.5923 -0.1064  -0.107
H2 4.3127 -1.1884 -1.3022  -0.396
C3 -6.7107 1.8164 -0.1221  0.199
Cl8 -7.5605 3.2926 0.3307  -0.119
Cl9 -6.1291 0.9927 1.3046  -0.092
Cl10 -7.7323 0.7691 -1.1195  -0.136
H3 -5.8455 2.0967 -0.7139  0.103
C4 -6.1127 -1.0858 -4.5258  -0.093
Cl11 -6.3556 0.0903 -5.8169  -0.079
Cl12 -5.1307 -0.3918 -3.2418  -0.045
Cl13 -7.6672 -1.6569 -3.9057  -0.128
H4 -5.5865 -1.9392 -4.9316  0.351
C5 7.5091 -1.3382 0.3679  0.348
Cl14 6.3753 -0.2310 -0.4221  -0.145
Cl15 6.7429 -2.8814 0.7587  -0.121
Cl16 8.9624 -1.5557 -0.6033  -0.046
H5 7.8058 -0.8746 1.2990  -0.123
C6 5.0296 -6.9536 -2.7552  0.119
Cl17 3.8670 -8.1978 -3.1992  -0.124
Cl18 6.0812 -7.5156 -1.4433  -0.152
Cl19 5.9868 -6.4498 -4.1394  -0.105
H6 4.4879 -6.0964 -2.3906  0.239
C7 1.6069 2.5451 -4.5326  0.370
Cl20 0.5901 3.8054 -5.2271  -0.129
Cl21 0.6996 1.0568 -4.2969  -0.091
Cl22 3.0299 2.2607 -5.5467  -0.156
H7 1.9488 2.8834 -3.5621  -0.013
C8 -7.4465 3.9949 -5.2989  -0.131
Cl23 -6.5793 3.2548 -6.6502  -0.151
Cl24 -9.1021 4.4096 -5.7503  -0.028
Cl25 -7.4464 2.9658 -3.8714  0.028
H8 -6.9366 4.9159 -5.0468  0.305
C9 -12.2669 7.3027 -4.9785  0.194
Cl26 -11.8495 5.9184 -5.9843  -0.128
Cl27 -13.5908 8.2281 -5.6932  -0.143
Cl28 -12.6808 6.7845 -3.3439  -0.043
H9 -11.3995 7.9458 -4.9172  0.097
C10 9.9829 -4.1679 -3.4728  -0.086
Cl29 8.9447 -5.0601 -2.3680  -0.032
Cl30 9.2320 -2.7016 -4.1114  -0.099
Cl31 11.5210 -3.7603 -2.7008  -0.121
H10 10.1966 -4.8246 -4.3052  0.342
C11 -9.3160 7.3000 -1.8102  0.114
Cl32 -8.6002 5.7846 -2.3376  0.064
Cl33 -8.4554 7.9656 -0.4290  -0.123
Cl34 -9.3807 8.4832 -3.1332  -0.172
H11 -10.3368 7.0969 -1.5126  0.138
C12 9.2723 -3.2958 3.5713  0.010
Cl35 10.6867 -4.0504 4.3070  -0.143
Cl36 7.9371 -3.2042 4.7164  -0.051
Cl37 9.6707 -1.6905 2.9523  -0.033
H12 8.9603 -3.9068 2.7338  0.246
C13 3.0779 3.7632 3.8700  -0.070
Cl38 1.4576 3.5889 3.2382  0.065
Cl39 3.0942 3.7209 5.6388  -0.149
Cl40 4.1606 2.5254 3.2112  -0.111
H13 3.4619 4.7270 3.5620  0.261
C14 -1.5652 -3.2515 1.1984  0.015
Cl41 -0.3473 -4.1970 2.0693  -0.145
Cl42 -3.0295 -3.0953 2.1739  -0.133
Cl43 -0.9499 -1.6790 0.7212  -0.004
H14 -1.8249 -3.8004 0.3031  0.275
C15 6.6922 -1.9187 8.8830  0.059
Cl44 6.1253 -2.4158 7.2915  -0.097
Cl45 5.6744 -2.5890 10.1568  -0.126
Cl46 8.3805 -2.3759 9.1184  -0.125
H15 6.6283 -0.8402 8.9368  0.285
C16 -14.2005 3.9611 -1.2867  0.028
Cl47 -12.5959 3.5996 -1.9097  -0.051
Cl48 -14.7729 2.6719 -0.2278  -0.136
Cl49 -14.2184 5.5145 -0.4402  -0.137
H16 -14.8819 4.0336 -2.1241  0.299
C17 7.5419 -10.9205 -1.4502  0.542
Cl50 6.8419 -11.5703 -2.9292  -0.125
Cl51 6.7869 -11.6406 -0.0250  -0.107
Cl52 9.2893 -11.1554 -1.4194  -0.131
H17 7.3416 -9.8584 -1.4270  -0.168
C18 3.8908 -12.8954 2.7118  0.407
Cl53 2.7716 -11.6576 3.2740  -0.118
Cl54 5.0336 -13.3366 3.9826  -0.121
Cl55 3.0213 -14.3154 2.1297  -0.122
H18 4.4527 -12.4864 1.8830  -0.039
C19 -5.3434 4.0522 5.9141  0.084
Cl56 -4.0036 2.9106 5.8508  -0.113
Cl57 -6.5006 3.7360 4.6363  -0.076
Cl58 -6.1225 4.0103 7.5091  -0.169
H19 -4.9438 5.0465 5.7624  0.254
C20 10.2611 2.4762 2.7641  -0.039
Cl59 8.9312 1.5220 2.1017  -0.034
Cl60 11.0254 1.6414 4.1141  -0.112
Cl61 11.4382 2.8620 1.5108  -0.125
H20 9.8460 3.4042 3.1338  0.328

Cartesian forces (eV/Å) of the 2 atoms listed first:
-0.18 0.21 -0.39
0.63 0.06 1.44



A molecular structure, C47H58As2HfN2OP2 at a distorted geometry, computed with the ωB97M-V functional and the def2-TZVPD basis.

energy: -7211.5034 Eh
charge: +4

Last column: Mulliken charge in e.
Element x y z (Å)
Hf1 0.4760 0.7735 0.1854  0.407
C1 0.1668 5.5259 3.3809  -1.817
C2 0.3297 4.6560 2.1924  0.290
C3 -0.7792 4.2748 1.4267  -0.294
C4 -0.6385 3.6425 0.1989  0.913
C5 -1.8405 3.4338 -0.6773  -1.239
C6 0.6591 3.2822 -0.2573  -1.011
C7 1.7891 3.6226 0.5346  0.957
C8 3.1832 3.3429 0.0577  -1.633
C9 1.6014 4.2806 1.7432  -0.354
H1 0.2624 6.5660 3.0591  0.444
H2 0.9390 5.3611 4.1276  0.415
H3 -0.8172 5.4308 3.8326  0.409
H4 -1.7623 4.5989 1.7375  0.549
H5 -1.5663 3.2822 -1.7215  0.142
H6 -2.4779 4.3170 -0.6397  0.648
H7 -2.4506 2.5901 -0.3378  -0.011
H8 0.8039 3.1639 -1.3372  1.097
H9 3.7325 4.2817 -0.0219  0.565
H10 3.2085 2.8699 -0.9231  0.045
H11 3.7376 2.7287 0.7745  0.270
H12 2.4640 4.6254 2.2963  0.644
C10 -1.0341 -2.0214 -3.1848  -1.273
N1 -0.7063 -1.1838 -2.0196  0.573
P1 0.4051 -1.8333 -0.8467  1.062
C11 1.6498 -2.6577 -1.8988  0.755
C12 2.7552 -1.9121 -2.3119  0.257
C13 3.6484 -2.4392 -3.2256  -1.344
C14 3.4495 -3.7190 -3.7266  -0.922
C15 2.3725 -4.4769 -3.2921  -0.757
C16 1.4708 -3.9535 -2.3804  -0.917
C17 -0.5223 -3.2095 -0.0944  0.704
C18 -1.9025 -3.3653 -0.2092  -0.703
C19 -2.5256 -4.4319 0.4172  -0.476
C20 -1.7931 -5.3084 1.2031  -0.990
C21 -0.4238 -5.1381 1.3492  -0.852
C22 0.2115 -4.0966 0.6977  -0.927
P2 -0.6598 0.5267 -2.2574  1.753
C23 0.5335 0.8455 -3.6021  0.608
C24 0.2224 0.7083 -4.9545  -0.791
C25 1.1940 0.9587 -5.9108  -0.891
C26 2.4712 1.3419 -5.5319  -0.986
C27 2.7936 1.4634 -4.1863  -0.839
C28 1.8262 1.2192 -3.2309  0.690
C29 -2.3044 0.9003 -2.9166  1.010
C30 -2.4872 1.9352 -3.8367  -1.018
C31 -3.7620 2.2366 -4.2829  -1.087
C32 -4.8544 1.5298 -3.8017  -0.837
C33 -4.6800 0.5331 -2.8501  -0.923
C34 -3.4114 0.2251 -2.3960  -0.559
H13 -0.2149 -2.0634 -3.9089  0.288
H14 -1.9216 -1.6209 -3.6770  0.521
H15 -1.2522 -3.0346 -2.8470  0.493
H16 2.9178 -0.9169 -1.8951  0.674
H17 4.5040 -1.8640 -3.5442  0.550
H18 4.1423 -4.1267 -4.4462  0.469
H19 2.2390 -5.4813 -3.6651  0.515
H20 0.6449 -4.5615 -2.0436  0.448
H21 -2.4832 -2.6811 -0.8124  0.201
H22 -3.5847 -4.5944 0.2828  0.629
H23 -2.2923 -6.1279 1.6930  0.469
H24 0.1452 -5.8289 1.9520  0.564
H25 1.2863 -3.9850 0.7621  0.663
H26 -0.7670 0.4086 -5.2645  0.583
H27 0.9527 0.8577 -6.9576  0.513
H28 3.2189 1.5465 -6.2820  0.483
H29 3.7924 1.7519 -3.8977  0.565
H30 2.0687 1.3028 -2.1586  -0.582
H31 -1.6425 2.4954 -4.2125  0.602
H32 -3.9099 3.0275 -5.0014  0.524
H33 -5.8455 1.7652 -4.1545  0.477
H34 -5.5363 -0.0006 -2.4662  0.529
H35 -3.2569 -0.5515 -1.6568  0.371
C35 4.0718 -1.6353 0.7402  -1.709
As1 2.8694 -0.1865 1.3269  1.229
C36 4.1642 0.5822 2.6187  -1.261
C37 1.6704 -1.0984 2.6088  0.284
C38 1.9958 -2.3890 3.0264  -0.622
C39 1.2905 -3.0295 4.0316  -1.001
C40 0.2510 -2.3665 4.6620  -1.017
C41 -0.0594 -1.0695 4.2852  -1.212
C42 0.6238 -0.4213 3.2568  0.260
As2 0.3011 1.4912 2.8878  1.693
C43 1.3357 2.1638 4.4543  -1.426
C44 -1.4741 1.8692 3.6333  -1.487
H36 3.5366 -2.4824 0.3075  0.468
H37 4.6755 -1.9669 1.5933  0.626
H38 4.7625 -1.2400 -0.0115  0.444
H39 4.2853 -0.1243 3.4491  0.447
H40 3.8705 1.5527 3.0218  0.234
H41 5.1308 0.6819 2.1095  0.563
H42 2.8416 -2.8953 2.5798  0.424
H43 1.5717 -4.0233 4.3449  0.509
H44 -0.2739 -2.8391 5.4777  0.565
H45 -0.8156 -0.5349 4.8492  0.403
H46 0.6525 2.7229 5.1003  0.569
H47 2.1587 2.8205 4.1737  0.354
H48 1.7300 1.3127 5.0165  0.482
H49 -1.6709 1.3108 4.5516  0.627
H50 -2.2557 1.6739 2.9026  0.132
H51 -1.4923 2.9304 3.8905  0.425
C45 -4.1827 -1.8068 2.6687  -0.852
N2 -3.4538 -0.8187 1.9048  0.556
C46 -4.2826 0.2186 1.3302  -0.727
C47 -2.1733 -0.8983 1.7092  -1.073
O1 -1.4728 -0.0679 1.0296  0.770
H52 -4.7689 -2.4355 1.9965  0.363
H53 -4.8779 -1.3075 3.3447  0.357
H54 -3.5075 -2.4356 3.2432  0.308
H55 -5.0957 -0.2441 0.7716  0.468
H56 -3.7014 0.8462 0.6581  -0.039
H57 -4.7272 0.8350 2.1155  0.389
H58 -1.6688 -1.7401 2.1923  0.174

Cartesian forces (eV/Å) of the 2 atoms listed first:
-1.87 -0.70 1.65
-0.03 0.16 0.21



| no. | Kohn-Sham gap (eV) |
| --- | --- |
| 1 | 8.98 |
| 2 | 8.55 |
| 3 | 6.47 |